Record 1
Molecular formula: CH19O12
Method: DFT, the ωB97M-V functional and the def2-TZVPD basis

Each line ends with the Löwdin charge.
Cartesian coordinates (Å):
C 0.214 -24.405 20.013  -0.711
O 1.191 -24.915 19.408  -0.036
O -0.374 -25.081 21.021  0.112
O -0.368 -23.395 19.636  -0.022
H 0.095 -25.853 21.280  0.120
O -1.116 -20.965 20.218  -0.093
H -1.650 -20.710 19.425  0.064
H -1.024 -21.935 20.198  -0.013
O -1.567 -23.992 17.451  -0.053
H -1.747 -24.969 17.574  0.078
H -1.153 -23.748 18.256  -0.055
O 0.846 -23.952 15.853  -0.089
H 1.424 -23.843 16.618  -0.049
H 0.021 -23.712 16.255  -0.031
O 0.907 -27.333 18.435  -0.084
H 0.030 -27.299 17.988  0.044
H 0.950 -26.467 18.852  -0.045
O 2.730 -23.779 17.677  -0.053
H 3.209 -24.461 17.191  0.062
H 2.269 -24.342 18.309  -0.012
O -0.685 -22.986 22.742  -0.052
H -1.204 -23.412 22.030  0.007
H -1.433 -22.560 23.167  0.034
O 3.129 -24.434 21.324  -0.032
H 2.246 -24.507 21.025  -0.033
H 3.660 -24.885 20.674  0.029
O 0.678 -21.557 17.950  -0.044
H 0.749 -22.291 18.573  0.003
H 0.170 -21.054 18.559  -0.026
O -3.190 -24.419 20.234  -0.004
H -2.359 -24.699 20.537  -0.036
H -3.764 -24.568 20.962  0.021

**Net charge**: -1
**Highest occupied orbital energy**: -6.57 eV
**Kohn-Sham gap**: 9.148 eV
**LUMO level**: 2.58 eV
**Spin multiplicity**: 1


Record 2
Molecular formula: C40H40N7S3SeTl
Method: DFT, the ωB97M-V functional and the def2-TZVPD basis

Each line ends with the Löwdin charge.
Cartesian coordinates (Å):
Tl -0.461 0.307 0.645  0.581
S 2.564 1.021 1.626  0.682
C 2.436 1.919 0.225  -0.758
N 3.124 1.605 -0.898  -0.109
C 2.885 2.377 -2.093  -0.104
C 2.899 3.851 -1.703  -0.102
N 1.863 4.073 -0.721  -0.107
C 1.041 5.260 -0.869  -0.134
C 0.141 5.098 -2.068  -0.208
C -0.878 4.152 -2.039  -0.021
C -1.641 3.911 -3.167  -0.061
C -1.394 4.612 -4.337  -0.084
C -0.401 5.577 -4.367  -0.084
C 0.364 5.815 -3.237  -0.055
C 1.616 3.126 0.209  -0.709
S 0.431 3.338 1.363  0.697
C 3.935 0.409 -1.019  -0.126
C 3.305 -0.548 -1.999  -0.211
C 2.179 -1.274 -1.623  -0.047
C 1.531 -2.083 -2.538  -0.060
C 2.006 -2.195 -3.835  -0.085
C 3.139 -1.493 -4.209  -0.087
C 3.778 -0.668 -3.299  -0.057
H 1.911 2.120 -2.534  0.149
H 3.665 2.155 -2.822  0.129
H 2.715 4.481 -2.575  0.126
H 3.880 4.107 -1.275  0.142
H 1.696 6.127 -0.990  0.133
H 0.459 5.376 0.048  0.071
H -1.072 3.600 -1.131  0.087
H -2.426 3.169 -3.131  0.091
H -1.977 4.409 -5.223  0.102
H -0.211 6.137 -5.272  0.103
H 1.136 6.572 -3.263  0.110
H 3.996 -0.041 -0.025  0.069
H 4.936 0.711 -1.351  0.136
H 1.823 -1.219 -0.603  0.053
H 0.644 -2.620 -2.236  0.111
H 1.503 -2.828 -4.550  0.101
H 3.519 -1.573 -5.218  0.100
H 4.662 -0.121 -3.602  0.108
N -1.629 -0.356 4.980  0.125
C -0.612 0.480 5.347  -0.067
C -0.151 1.047 4.193  -0.148
N -0.854 0.571 3.142  -0.011
C -1.734 -0.288 3.628  -0.351
C -2.683 -0.978 2.808  -0.314
N -2.742 -0.831 1.499  0.042
C -3.764 -1.604 1.068  -0.122
C -4.346 -2.237 2.129  -0.080
N -3.656 -1.826 3.234  0.127
H -2.110 -0.988 5.597  0.157
H -0.311 0.592 6.368  0.111
H 0.641 1.755 4.041  0.084
H -4.014 -1.653 0.027  0.106
H -5.159 -2.929 2.187  0.109
H -3.797 -2.161 4.173  0.157
C 2.257 -8.079 1.257  -0.064
C 1.854 -6.641 1.415  -0.290
C 2.789 -5.618 1.421  -0.030
C 2.434 -4.293 1.627  -0.312
C 3.489 -3.230 1.572  -0.091
C 1.091 -3.980 1.854  -0.535
Se 0.576 -2.200 2.410  0.571
C 0.123 -4.985 1.783  -0.318
C -1.337 -4.684 1.951  -0.105
C 0.519 -6.295 1.570  -0.035
H 3.317 -8.164 1.030  0.068
H 1.689 -8.553 0.458  0.073
H 2.059 -8.630 2.178  0.076
H 3.835 -5.854 1.283  0.107
H 4.469 -3.637 1.815  0.072
H 3.255 -2.420 2.262  0.019
H 3.533 -2.810 0.564  0.069
H -1.525 -3.631 1.754  -0.001
H -1.653 -4.904 2.971  0.080
H -1.938 -5.281 1.268  0.073
H -0.237 -7.068 1.539  0.113
S -4.240 3.762 1.996  1.062
C -2.730 2.895 2.065  -0.480
N -2.477 2.128 1.079  -0.058
C -3.467 2.149 0.142  -0.337
C -3.479 1.437 -1.053  -0.051
C -4.565 1.571 -1.889  -0.087
C -5.632 2.407 -1.557  -0.084
C -5.636 3.129 -0.381  -0.088
C -4.549 2.995 0.466  -0.460
H -2.064 3.030 2.894  0.060
H -2.630 0.812 -1.294  0.074
H -4.599 1.023 -2.819  0.106
H -6.469 2.497 -2.232  0.103
H -6.458 3.776 -0.116  0.108

**Net charge**: 0
**Highest occupied orbital energy**: -5.60 eV
**Kohn-Sham gap**: 4.901 eV
**LUMO level**: -0.70 eV
**Spin multiplicity**: 1


Record 3
Molecular formula: C30H64O19P2S
Method: DFT, the ωB97M-V functional and the def2-TZVPD basis

Each line ends with the Löwdin charge.
Cartesian coordinates (Å):
C -1.301 -1.692 -3.127  -0.046
C -0.947 -2.275 -4.521  -0.367
C -1.184 -1.159 -5.546  -0.058
C -1.873 -3.495 -4.740  -0.319
C -1.443 -4.638 -3.809  -0.053
C -1.885 -3.998 -6.197  -0.137
O -3.256 -4.154 -6.579  -0.210
O -3.465 -3.781 -7.934  -0.314
S -4.030 -2.213 -8.110  0.889
O -2.888 -1.416 -8.381  -0.368
O -4.440 -1.807 -6.565  -0.685
P -5.760 -2.658 -5.960  0.824
P -6.210 -1.433 -4.215  0.224
O -6.679 -0.130 -4.653  -0.301
O -7.257 -2.233 -3.331  -0.129
O -4.857 -1.268 -3.358  -0.175
H -0.868 -0.704 -3.030  0.067
H -0.956 -2.395 -2.376  0.074
H -2.389 -1.663 -3.091  0.060
H 0.074 -2.653 -4.523  0.138
H -0.757 -1.449 -6.503  0.068
H -2.252 -1.030 -5.695  0.059
H -0.703 -0.255 -5.191  0.081
H -2.893 -3.185 -4.506  0.114
H -1.659 -4.430 -2.768  0.076
H -1.914 -5.564 -4.132  0.083
H -0.368 -4.723 -3.894  0.053
H -1.378 -4.963 -6.212  0.123
H -1.340 -3.359 -6.879  0.115
H -5.201 -3.833 -5.395  -0.060
H -6.996 -3.170 -3.290  0.085
H -4.307 -0.624 -3.837  0.075
O 0.240 1.052 -1.176  0.100
C -0.010 0.542 -0.119  -0.517
O -1.262 0.111 0.129  -0.005
C -1.626 -0.657 1.275  -0.235
C -1.890 0.222 2.480  -0.064
C 1.034 0.448 0.967  0.005
H -0.880 -1.428 1.475  0.116
H -2.543 -1.174 0.995  0.122
H -0.999 0.776 2.777  0.063
H -2.219 -0.381 3.328  0.080
H -2.663 0.956 2.251  0.084
H 1.087 1.408 1.483  0.092
H 1.990 0.236 0.505  0.087
H 0.853 -0.339 1.685  0.045
O -4.169 5.798 -1.779  0.104
C -4.735 4.834 -2.215  -0.530
O -5.795 4.340 -1.547  -0.003
C -6.638 3.305 -2.063  -0.230
C -6.067 1.928 -1.803  -0.066
C -4.234 4.120 -3.450  0.012
H -6.853 3.472 -3.119  0.116
H -7.583 3.413 -1.533  0.121
H -5.108 1.790 -2.301  0.064
H -6.751 1.159 -2.159  0.069
H -5.896 1.784 -0.735  0.083
H -3.415 3.461 -3.167  0.096
H -3.864 4.867 -4.148  0.090
H -4.995 3.544 -3.973  0.068
O 2.528 -1.846 1.626  0.090
C 2.978 -1.990 2.730  -0.517
O 3.545 -0.932 3.337  -0.002
C 3.964 -0.922 4.706  -0.228
C 5.346 -1.520 4.864  -0.060
C 2.991 -3.338 3.410  0.018
H 3.224 -1.404 5.347  0.116
H 3.991 0.128 4.996  0.116
H 5.369 -2.567 4.561  0.068
H 5.675 -1.454 5.901  0.085
H 6.060 -0.989 4.235  0.086
H 3.837 -3.912 3.036  0.098
H 2.070 -3.857 3.155  0.092
H 3.039 -3.290 4.496  0.070
O 1.370 -5.432 -2.518  0.104
C 2.034 -6.301 -3.011  -0.518
O 1.706 -6.754 -4.237  -0.004
C 2.516 -7.663 -4.988  -0.234
C 2.260 -9.103 -4.593  -0.065
C 3.172 -6.946 -2.256  0.013
H 3.570 -7.391 -4.914  0.114
H 2.229 -7.514 -6.027  0.123
H 2.515 -9.286 -3.549  0.067
H 2.847 -9.779 -5.214  0.082
H 1.203 -9.343 -4.713  0.084
H 2.766 -7.697 -1.581  0.097
H 3.671 -6.176 -1.674  0.091
H 3.927 -7.404 -2.892  0.068
O 3.757 3.737 6.929  0.091
C 3.272 3.601 5.837  -0.538
O 4.069 3.614 4.757  -0.003
C 3.613 3.298 3.436  -0.235
C 2.987 4.500 2.759  -0.054
C 1.775 3.503 5.656  0.017
H 2.949 2.431 3.455  0.101
H 4.500 2.995 2.881  0.124
H 2.105 4.852 3.295  0.071
H 2.693 4.253 1.738  0.083
H 3.693 5.329 2.732  0.087
H 1.351 4.506 5.677  0.098
H 1.370 2.925 6.484  0.090
H 1.469 3.002 4.741  0.065
O 2.981 7.935 5.091  0.099
C 3.200 7.904 6.271  -0.531
O 2.189 8.119 7.135  -0.003
C 2.310 7.934 8.548  -0.237
C 2.901 9.153 9.227  -0.066
C 4.601 7.704 6.800  0.014
H 2.864 7.021 8.771  0.115
H 1.294 7.776 8.906  0.121
H 3.912 9.358 8.877  0.067
H 2.932 9.010 10.307  0.081
H 2.300 10.035 9.006  0.083
H 5.129 8.657 6.769  0.095
H 5.109 6.992 6.155  0.090
H 4.644 7.301 7.809  0.070

**Net charge**: 0
**Highest occupied orbital energy**: -9.71 eV
**Kohn-Sham gap**: 9.763 eV
**LUMO level**: 0.05 eV
**Spin multiplicity**: 1


Record 4
Molecular formula: C33H50Cu2N5O2
Method: DFT, the ωB97M-V functional and the def2-TZVPD basis

Each line ends with the Löwdin charge.
Cartesian coordinates (Å):
C 0.458 10.852 0.597  0.056
N -0.133 9.671 1.265  -0.073
C -0.401 8.538 0.596  0.038
C -0.727 7.357 1.284  0.036
C -0.688 7.291 2.650  -0.120
C -0.735 8.545 3.282  0.057
C -0.323 9.684 2.600  0.038
C -0.651 6.024 3.492  -0.107
C -1.350 4.915 3.104  0.046
C -1.196 3.676 3.789  0.063
N -0.505 3.692 4.957  -0.079
C 0.179 4.811 5.407  0.043
C 0.159 6.001 4.694  0.079
C -0.625 2.513 5.858  0.053
H 0.673 10.663 -0.455  0.106
H 1.453 10.926 1.036  0.124
H -0.229 11.697 0.570  0.130
H -0.245 8.596 -0.471  0.151
H -0.839 6.466 0.683  0.129
H -0.758 8.710 4.349  0.140
H 0.002 10.473 3.263  0.167
H -1.980 5.089 2.243  0.133
H -1.485 2.723 3.371  0.155
H 0.598 4.718 6.398  0.152
H 0.596 6.930 5.028  0.131
H -0.666 1.562 5.327  0.115
H -1.589 2.663 6.344  0.126
H 0.247 2.519 6.512  0.111
C -0.026 1.969 -7.055  0.055
N 0.954 2.287 -5.927  -0.086
C 1.196 3.605 -5.717  0.067
C 1.936 3.987 -4.522  0.066
C 2.457 2.964 -3.714  -0.112
C 2.298 1.599 -4.144  0.079
C 1.410 1.265 -5.222  0.032
C 3.286 3.257 -2.443  -0.134
C 3.081 2.468 -1.323  0.053
C 3.850 2.765 -0.137  0.053
N 4.910 3.617 -0.206  -0.094
C 5.153 4.328 -1.319  0.045
C 4.323 4.233 -2.498  0.093
C 5.727 3.817 1.044  0.057
H -0.974 1.539 -6.734  0.117
H 0.551 1.359 -7.751  0.118
H -0.380 2.812 -7.648  0.107
H 0.702 4.214 -6.459  0.147
H 1.906 5.057 -4.373  0.128
H 2.891 0.851 -3.638  0.130
H 1.193 0.256 -5.538  0.159
H 2.425 1.614 -1.240  0.133
H 3.769 2.358 0.861  0.147
H 5.968 5.023 -1.181  0.149
H 4.484 4.909 -3.325  0.134
H 6.651 4.383 0.926  0.116
H 6.144 2.822 1.201  0.122
H 5.056 4.215 1.805  0.112
Cu 3.808 -5.023 0.671  0.693
Cu 4.256 -2.793 5.067  0.796
C -1.659 -12.308 -0.099  -0.111
C -2.672 -11.672 -1.038  -0.199
C -3.287 -10.236 -0.559  -0.153
C -2.596 -8.947 -0.927  -0.138
N -3.175 -7.639 -0.332  -0.213
C -4.715 -7.659 -0.576  -0.057
C -5.102 -6.213 -0.447  -0.178
C -4.009 -5.398 -1.013  -0.181
C -2.859 -6.373 -1.142  -0.111
C -2.601 -7.401 1.076  0.055
H -0.730 -11.772 -0.295  0.067
H -1.496 -13.385 -0.153  0.086
H -1.923 -12.150 0.946  0.071
H -3.454 -12.413 -1.205  0.107
H -2.237 -11.625 -2.036  0.103
H -3.423 -10.206 0.522  0.107
H -4.301 -10.135 -0.947  0.096
H -2.350 -8.899 -1.988  0.138
H -1.592 -9.030 -0.510  0.122
H -5.114 -8.229 0.263  0.142
H -4.846 -8.118 -1.555  0.150
H -5.402 -5.884 0.548  0.131
H -5.939 -5.912 -1.077  0.133
H -3.865 -4.547 -0.347  0.120
H -4.296 -4.927 -1.953  0.126
H -1.919 -5.882 -0.890  0.132
H -2.793 -6.677 -2.187  0.132
H -3.105 -8.188 1.637  0.109
H -2.760 -6.359 1.353  0.107
H -1.520 -7.521 1.146  0.107
O 6.715 -2.020 1.433  -0.534
H 6.873 -1.553 0.590  -0.164
O 1.640 -2.201 2.471  -0.591
H 2.271 -1.581 2.056  -0.196

**Net charge**: +5
**Highest occupied orbital energy**: -14.20 eV
**Kohn-Sham gap**: 2.204 eV
**LUMO level**: -12.00 eV
**Spin multiplicity**: 1


Record 5
Molecular formula: C22H58F3N5O10SV
Method: DFT, the ωB97M-V functional and the def2-TZVPD basis

Each line ends with the Löwdin charge.
Cartesian coordinates (Å):
O -1.160 1.818 7.035  -0.272
V -2.403 0.949 7.442  0.967
C -4.065 1.363 2.912  -0.711
F -4.166 0.072 2.635  0.142
F -2.800 1.665 2.906  0.152
F -4.712 2.108 2.059  0.182
S -4.670 1.682 4.683  0.567
O -5.599 0.635 5.027  -0.318
O -3.494 1.623 5.625  -0.399
O -5.248 3.014 4.540  -0.302
C -1.154 -0.523 10.410  -0.285
O -1.390 -0.099 9.122  -0.406
H -1.284 0.243 11.174  0.062
H -1.672 -1.459 10.619  0.061
H -0.126 -0.860 10.549  0.052
C -2.577 5.015 3.952  -0.058
C -1.170 4.770 4.526  -0.386
C -0.103 5.793 4.089  -0.196
O 0.057 5.558 2.682  -0.183
C 0.667 6.716 2.079  -0.111
N -1.374 4.712 5.988  0.039
H -2.975 6.030 3.942  0.077
H -3.368 4.448 4.443  0.043
H -2.592 4.701 2.909  0.072
H -0.854 3.774 4.216  0.135
H 0.846 5.673 4.614  0.112
H -0.425 6.824 4.238  0.116
H -0.077 7.512 2.098  0.080
H 0.969 6.614 1.037  0.082
H 1.526 7.153 2.589  0.079
H -1.506 5.657 6.320  0.060
H -0.498 4.590 6.475  -0.007
C -4.445 -2.687 6.407  -0.050
C -3.259 -1.817 6.795  -0.364
C -2.311 -1.590 5.628  -0.177
O -1.368 -0.598 5.939  -0.254
C -0.475 -0.250 4.862  -0.051
N -3.943 -0.571 7.228  -0.015
H -5.137 -2.693 7.249  0.087
H -4.199 -3.700 6.090  0.088
H -5.080 -2.284 5.619  0.088
H -2.782 -2.231 7.684  0.146
H -2.950 -1.291 4.797  0.132
H -1.843 -2.559 5.459  0.143
H 0.463 0.172 5.225  0.081
H -0.945 0.399 4.123  0.087
H -0.097 -1.143 4.364  0.090
H -4.688 -0.412 6.565  0.051
H -4.464 -0.782 8.067  0.110
C -2.277 3.260 9.853  -0.033
C -3.662 2.564 9.850  -0.386
C -4.856 3.334 10.459  -0.150
O -6.093 2.593 10.312  -0.209
C -7.289 3.354 10.482  -0.092
N -3.915 2.169 8.498  0.022
H -2.316 4.203 9.308  0.084
H -1.453 2.656 9.472  0.053
H -2.063 3.535 10.886  0.082
H -3.628 1.597 10.353  0.142
H -5.064 4.276 9.951  0.126
H -4.728 3.595 11.509  0.130
H -7.073 4.192 11.144  0.080
H -8.162 2.801 10.828  0.091
H -7.543 3.882 9.563  0.087
H -3.963 3.025 7.963  0.114
H -4.899 1.956 8.575  0.104
C 1.098 -2.181 7.246  -0.044
C 2.126 -1.184 7.818  -0.413
C 3.603 -1.280 7.282  -0.161
O 4.030 -2.631 7.535  -0.189
C 5.291 -2.847 7.012  -0.143
N 1.552 0.121 7.696  0.072
H 1.187 -2.269 6.163  0.070
H 0.068 -2.011 7.558  0.067
H 1.355 -3.223 7.436  0.074
H 2.244 -1.518 8.849  0.124
H 4.216 -0.579 7.848  0.112
H 3.709 -0.983 6.238  0.121
H 6.030 -2.214 7.504  0.090
H 5.265 -2.768 5.925  0.087
H 5.526 -3.899 7.171  0.088
H 2.092 0.847 8.145  0.042
H 0.693 0.035 8.219  0.043
C 1.127 5.889 8.237  -0.050
C 1.895 4.531 8.201  -0.445
C 1.990 3.910 9.552  -0.164
O 2.970 2.829 9.523  -0.205
C 3.046 1.704 10.400  -0.098
N 1.183 3.742 7.270  0.052
H 0.052 5.767 8.368  0.065
H 1.183 6.459 7.309  0.064
H 1.558 6.649 8.890  0.071
H 2.942 4.667 7.930  0.142
H 0.983 3.583 9.812  0.124
H 2.353 4.631 10.285  0.128
H 3.158 2.053 11.426  0.081
H 3.872 1.024 10.194  0.086
H 2.118 1.132 10.377  0.071
H 1.338 2.801 7.602  0.051
H 1.696 3.584 6.414  0.100

**Net charge**: 0
**Highest occupied orbital energy (spin up / spin down)**: -8.51 / -8.51 eV
**Kohn-Sham gap (spin up / spin down)**: 8.675 / 8.849 eV
**LUMO level (spin up / spin down)**: 0.17 / 0.34 eV
**Spin multiplicity**: 2
**Expectation value of S²**: 0.776


Record 6
Molecular formula: C6H12INS
Method: DFT, the ωB97M-V functional and the def2-TZVPD basis

Each line ends with the Löwdin charge.
Cartesian coordinates (Å):
S 0.564 0.665 -2.194  0.752
C -0.189 -0.444 -0.969  -0.810
N -1.096 -1.555 -1.633  -0.522
I -2.258 -0.998 -3.205  0.762
C 0.781 -1.178 -0.013  -0.203
C 1.547 -0.123 0.918  -0.224
C 0.484 0.522 1.797  -0.211
C -0.484 1.335 0.946  -0.210
C -1.146 0.510 -0.103  -0.245
H -0.228 1.609 -1.794  -0.149
H -0.514 -2.188 -2.145  -0.034
H 1.657 -1.782 -0.344  0.114
H 0.198 -1.792 0.774  0.136
H 2.050 0.443 0.065  0.101
H 2.229 -0.697 1.582  0.112
H 0.079 -0.267 2.413  0.110
H 1.130 1.322 2.338  0.138
H -1.260 1.601 1.544  0.077
H 0.069 2.192 0.457  0.136
H -1.874 -0.168 0.363  0.126
H -1.737 0.993 -0.798  0.043

**Net charge**: 0
**Highest occupied orbital energy**: -8.75 eV
**Kohn-Sham gap**: 9.004 eV
**LUMO level**: 0.25 eV
**Spin multiplicity**: 1


Look up the net charge of the second one.
0


The highest net charge belongs to which entry?
C33H50Cu2N5O2


Which of these has the highest net charge?
C33H50Cu2N5O2


Among the records above, which one has the highest net charge?
C33H50Cu2N5O2